No. 1
Here is a structure of composition Cl2FO8Sr3 at a distorted geometry from the OMol25 dataset. Energies are from ωB97M-V with the def2-TZVPD basis set.

Structure (XYZ):
```
14
Properties=species:S:1:pos:R:3:nbo_charge:R:1
Sr -1.319 0.241 -2.301 1.9652
Sr -2.732 2.875 0.420 1.9720
Sr 0.694 1.092 2.065 1.9426
F -0.650 1.161 0.001 -0.9654
Cl -2.492 -1.768 1.223 2.5926
O -2.706 -0.797 0.109 -1.0930
O -3.766 -1.886 1.924 -0.7191
O -1.991 -2.907 0.769 -0.7764
O -1.325 -1.313 1.899 -0.9599
Cl 3.304 0.698 -1.194 2.4679
O 2.045 0.300 -0.615 -1.0443
O 3.107 0.232 -2.571 -0.8357
O 3.358 2.151 -1.040 -0.8199
O 4.474 -0.079 -0.689 -0.7267
```

- LUMO energy (hartree) = -0.52398
- net charge = +3
- HOMO energy (eV) = -16.9
- orbital gap (eV) = 2.6
- relative energy (zero: lowest compared OMol25 entry of this formula, charge and spin) (kcal/mol) = 100.8

---

No. 2
Here is an isolated molecule of C3H4O3S at a distorted geometry from the OMol25 dataset. Energies are from ωB97M-V with the def2-TZVPD basis set.

Structure (XYZ):
```
11
Properties=species:S:1:pos:R:3:nbo_charge:R:1
O -2.247 0.820 0.257 -0.6072
C -2.287 -0.226 -0.353 0.6619
O -1.277 -1.090 -0.334 -0.4732
C -0.223 -0.802 0.609 -0.2089
C 0.850 0.189 0.170 0.1785
O 0.434 1.462 -0.104 -0.6532
S 2.405 -0.191 -0.153 -0.0221
H -3.086 -0.607 -0.988 0.1532
H -0.487 -0.466 1.664 0.2309
H 0.335 -1.765 0.741 0.2432
H -0.556 1.396 -0.083 0.4968
```

- LUMO energy (hartree) = 0.00231
- net charge = 0
- HOMO energy (eV) = -9.0
- orbital gap (eV) = 9.0
- relative energy (zero: lowest compared OMol25 entry of this formula, charge and spin) (kcal/mol) = 38.4
- structure (SMILES) = O=COCC(O)=S

---

No. 3
Here is a structure of composition C5H6N2O5Tl at a distorted geometry from the OMol25 dataset. Energies are from ωB97M-V with the def2-TZVPD basis set.

Structure (XYZ):
```
19
Properties=species:S:1:pos:R:3:nbo_charge:R:1
Tl -0.967 -0.009 -1.117 1.0260
C -2.894 -1.928 -0.895 0.5272
O -3.812 -2.553 -1.158 -0.2877
C -1.573 1.370 -3.603 0.5322
O -2.170 1.573 -4.563 -0.3160
C 1.025 -1.553 -2.439 0.5254
O 1.531 -2.388 -3.041 -0.3148
C -2.251 2.061 0.365 0.5247
O -3.054 2.672 0.885 -0.3131
H 1.472 2.049 -0.921 -0.0285
H 1.153 2.266 -1.573 0.0502
N 2.257 0.438 2.082 -0.3852
C 1.188 -0.389 1.889 0.7036
N 0.862 -1.380 2.774 -0.3998
O 0.486 -0.230 0.865 -0.7073
H 2.874 0.380 2.877 0.4633
H 2.430 1.150 1.373 0.4698
H 0.055 -1.969 2.582 0.4681
H 1.387 -1.561 3.618 0.4619
```

- LUMO energy (alpha / beta) (hartree) = -0.58324 / -0.62297
- net charge = +3
- HOMO energy (alpha / beta) (eV) = -23.8 / -22.0
- orbital gap (alpha / beta) (eV) = 7.9 / 5.0

---

No. 4
Here is a structure of composition C13H5BrN3O9Pt at a distorted geometry from the OMol25 dataset. Energies are from ωB97M-V with the def2-TZVPD basis set.

Structure (XYZ):
```
32
Properties=species:S:1:pos:R:3:lowdin_spin:R:1
Pt 0.136 -0.047 -0.022 1.4724
Br -2.888 1.641 0.007 0.0008
C -1.566 2.534 -1.007 0.0075
C -1.820 3.735 -1.647 0.0018
C -0.782 4.316 -2.368 0.0000
C 0.448 3.680 -2.413 0.0017
C 0.605 2.478 -1.740 0.0069
N -0.394 1.923 -1.055 0.0846
C 1.925 1.693 -1.723 0.0095
O 2.877 2.161 -2.322 0.0256
O 1.894 0.607 -1.069 0.0862
H -2.796 4.188 -1.575 0.0005
H -0.943 5.253 -2.882 0.0000
H 1.299 4.073 -2.948 0.0008
O -0.919 -1.262 3.923 0.0127
C -0.861 -1.288 2.704 0.0100
O -0.325 -0.344 2.028 0.1350
C -1.469 -2.486 1.987 0.0022
C -1.968 -3.485 2.794 0.0000
C -2.565 -4.627 2.268 0.0020
C -2.646 -4.787 0.881 0.0001
C -2.146 -3.806 0.072 0.0072
C -1.549 -2.598 0.568 0.0095
O -1.174 -1.736 -0.291 0.1200
N -2.197 -3.961 -1.372 0.0006
O -3.225 -3.657 -1.932 0.0001
O -1.207 -4.394 -1.915 0.0001
N -3.096 -5.627 3.122 0.0003
O -3.015 -5.467 4.327 0.0005
O -3.617 -6.604 2.604 0.0008
H -1.889 -3.364 3.866 0.0003
H -3.091 -5.682 0.471 0.0002
```

- LUMO energy (alpha / beta) (hartree) = 0.06789 / 0.05101
- net charge = -1
- HOMO energy (alpha / beta) (eV) = -5.8 / -5.8
- orbital gap (alpha / beta) (eV) = 7.7 / 7.2
- relative energy (zero: lowest compared OMol25 entry of this formula, charge and spin) (kcal/mol) = 4.7
- 2S+1 = 3

---

No. 5
Here is the ion C3H9N2 with charge +2 at a distorted geometry from the OMol25 dataset. Energies are from ωB97M-V with the def2-TZVPD basis set.

Structure (XYZ):
```
14
Properties=species:S:1:pos:R:3:lowdin_spin:R:1
C 1.326 -0.337 -1.443 0.1077
C 0.336 0.696 -0.903 0.1533
N -0.153 0.640 0.413 0.4033
C -0.886 -0.409 0.885 -0.0030
N -1.378 -0.416 2.081 0.2091
H 2.339 -0.030 -1.174 0.0270
H 1.201 -0.316 -2.523 -0.0003
H 1.206 -1.353 -1.070 0.0007
H -0.607 0.672 -1.520 0.0905
H 0.695 1.716 -1.048 0.0015
H 0.012 1.454 1.016 0.0050
H -1.198 -1.138 0.140 -0.0013
H -0.840 -0.020 2.859 0.0036
H -2.055 -1.159 2.286 0.0030
```

- LUMO energy (alpha / beta) (hartree) = -0.38788 / -0.54848
- net charge = +2
- HOMO energy (alpha / beta) (eV) = -22.0 / -22.0
- orbital gap (alpha / beta) (eV) = 11.4 / 7.1
- relative energy (zero: lowest compared OMol25 entry of this formula, charge and spin) (kcal/mol) = 47.8
- 2S+1 = 2

---

No. 6
Here is a structure of composition C18H20MnN4OS6 from the OMol25 dataset. Energies are from ωB97M-V with the def2-TZVPD basis set.

Structure (XYZ):
```
50
Properties=species:S:1:pos:R:3:lowdin_spin:R:1
Mn -2.246 0.652 0.374 4.7012
S -4.542 1.470 -0.086 0.0482
S -5.477 -0.388 -0.054 0.0208
S -4.653 -1.410 1.527 0.0180
S -2.681 -1.764 0.982 0.0356
S 1.283 -0.019 0.977 0.0148
C 1.591 1.205 -0.192 0.0054
C 2.779 1.162 -0.948 0.0005
C 3.066 2.057 -1.968 0.0034
C 4.294 1.925 -2.695 0.0008
N 5.286 1.819 -3.270 0.0019
C 2.144 3.071 -2.275 0.0001
C 0.981 3.162 -1.512 0.0031
C 0.691 2.292 -0.467 0.0094
S -0.719 2.605 0.515 0.0377
C 2.393 4.009 -3.324 -0.0002
N 2.587 4.778 -4.161 -0.0005
H 3.498 0.388 -0.715 0.0001
H 0.271 3.950 -1.728 0.0006
C -1.874 1.031 4.921 0.0010
C -2.779 2.252 4.657 0.0009
C -2.936 2.269 3.128 0.0027
O -2.475 0.999 2.681 0.0374
C -1.382 0.651 3.525 0.0033
H -2.461 0.214 5.342 0.0000
H -1.051 1.249 5.603 0.0003
H -2.326 3.181 5.008 0.0002
H -3.741 2.140 5.157 0.0001
H -2.316 3.058 2.684 0.0001
H -3.959 2.373 2.773 0.0004
H -0.495 1.217 3.221 0.0002
H -1.199 -0.411 3.381 0.0004
N -1.402 -0.036 -1.757 0.0261
C -0.623 -0.886 -1.853 0.0186
N 0.190 -1.928 -1.960 0.0045
C -0.025 -2.992 -0.962 0.0015
C 0.599 -4.280 -1.476 0.0001
C 2.072 -4.078 -1.825 0.0000
C 2.233 -2.930 -2.821 0.0001
C 1.604 -1.663 -2.266 0.0004
H -1.097 -3.094 -0.796 0.0006
H 0.432 -2.681 -0.015 0.0002
H 0.052 -4.610 -2.365 0.0000
H 0.483 -5.052 -0.711 0.0000
H 2.498 -5.001 -2.229 0.0000
H 2.629 -3.833 -0.914 0.0000
H 1.760 -3.198 -3.771 0.0000
H 3.289 -2.735 -3.022 0.0000
H 1.648 -0.835 -2.974 0.0001
H 2.105 -1.357 -1.342 0.0001
```

- LUMO energy (alpha / beta) (hartree) = 0.16523 / 0.16516
- net charge = -2
- HOMO energy (alpha / beta) (eV) = -1.6 / -1.7
- orbital gap (alpha / beta) (eV) = 6.1 / 6.1
- relative energy (zero: lowest compared OMol25 entry of this formula, charge and spin) (kcal/mol) = 3.2
- 2S+1 = 6